Formula: C38H46CrP2Si
Source: OMol25
Level of theory: wB97M-V/def2-TZVPD

Each line ends with the Löwdin spin population.
Cartesian coordinates (Å):
H  -2.8911  -4.0345  -1.0330  0.00
C  2.1365  -3.0839  1.3037  0.23
C  -1.5378  0.1267  -3.1747  0.00
H  4.8107  -2.2384  0.1976  0.00
Si  -3.5351  -2.6404  0.9129  0.00
H  -1.9547  -2.7109  2.8765  0.00
H  -1.9091  -0.6238  4.2031  0.00
C  -0.3686  0.7432  -5.2011  0.00
C  2.8283  -0.4112  -2.3083  0.18
C  -5.0284  -2.4633  2.0513  0.00
C  -1.1412  -0.1707  -4.4757  0.00
H  1.5635  -1.5932  2.7125  0.00
H  4.5576  -0.3467  -3.6187  0.01
H  5.6909  -2.1355  -1.8881  0.00
H  -3.8805  5.5280  1.2846  0.00
C  -4.0279  5.7116  -0.8648  0.00
H  -1.4447  -1.1162  -4.9218  0.00
C  5.1751  -1.1782  -1.6803  0.00
C  2.0053  -3.5500  0.0054  0.02
C  1.2946  -2.7689  -0.9235  0.13
H  -4.5386  6.6734  -0.8234  0.00
H  4.1403  1.8708  1.0681  0.00
H  0.3769  3.1060  -0.3062  0.00
C  1.2719  0.5869  3.9512  0.00
C  -3.0923  -0.9402  0.1818  0.00
H  -4.8587  -1.6720  2.7983  0.00
H  -4.0719  5.5846  -3.0146  0.00
H  1.9918  0.9776  3.2343  0.00
C  4.2476  -0.1904  0.5699  -0.08
C  -0.3997  2.2689  -3.3228  0.00
H  4.3274  -0.4261  1.6373  0.00
H  1.7283  1.2114  -1.4093  0.02
C  -3.7585  5.0878  -2.0970  0.00
H  -3.8337  -0.5962  -0.5560  0.00
H  1.0893  -0.1762  7.2728  0.00
H  -1.1994  -0.8755  6.5716  0.00
C  -0.5132  -0.4537  5.8379  0.00
H  -2.1051  -0.9663  -0.3193  0.00
H  -0.0324  -1.0516  -1.2745  0.01
H  -2.2844  -4.3390  2.2476  0.00
H  3.9296  -1.9633  -3.2799  0.00
C  1.5404  -1.8787  1.6757  0.02
C  0.3033  1.5334  1.1427  0.01
H  2.3824  -4.5416  -0.2447  0.00
H  -3.0476  -0.1696  0.9716  0.00
C  -0.9063  -0.3211  4.5047  0.00
C  1.6561  0.4706  5.2926  0.00
H  1.0766  -3.2086  -1.9017  0.01
C  2.7041  0.7243  -1.4303  0.18
C  -0.0156  1.9613  -4.6238  0.00
H  -1.1377  -3.2793  1.4070  0.00
H  2.6607  0.7776  5.5840  0.00
C  3.8504  1.6597  -1.0906  0.03
C  4.5232  1.2493  0.2417  0.00
H  -0.0540  0.4931  -6.2230  0.00
H  -5.2280  -3.3962  2.5995  0.00
C  -2.0931  -3.2931  1.9558  0.00
C  0.7761  -0.0696  6.2379  0.00
H  -2.9352  3.3809  -3.1061  0.00
C  0.6826  -1.1585  0.8332  0.07
H  -0.1424  3.2422  -2.8858  0.00
P  -1.6107  1.6844  -0.8685  0.00
C  -3.0921  3.8513  -2.1372  0.00
C  -1.1419  1.3461  -2.5864  0.00
H  5.9528  -0.3936  -1.7142  0.00
H  4.5785  1.6798  -1.9191  0.00
C  -3.6469  5.0673  0.3208  0.00
H  -2.6869  3.3499  1.2022  0.00
C  4.5653  -1.2911  -0.3056  -0.04
H  2.6409  -3.6733  2.0581  0.02
H  3.4637  2.6893  -1.0029  0.00
C  -2.6146  3.2567  -0.9571  0.00
H  0.5560  2.6880  -5.2030  0.00
H  2.0092  -0.5684  -3.0145  0.02
H  -4.5368  -3.3986  -1.2392  0.00
H  1.0988  1.9447  1.7612  0.00
H  -4.2481  -4.7774  -0.1602  0.00
C  -0.1103  2.1681  -0.0048  0.00
H  -2.1723  -0.5742  -2.6116  0.00
C  -0.0041  0.1667  3.5314  0.00
C  -3.8344  -3.8242  -0.5117  0.00
H  -5.9388  -2.2020  1.4918  0.00
Cr  2.6218  -0.9636  -0.3790  3.00
P  -0.5447  0.0827  1.7599  0.01
C  -2.9712  3.8488  0.2770  0.00
C  0.5764  -1.5862  -0.5430  0.10
H  5.5996  1.4715  0.2023  0.00
C  4.1363  -0.9795  -2.8127  0.03

## Properties
ΔE to the lowest compared entry with this formula, charge and spin, kcal/mol: 0.0
Kohn-Sham gap (alpha / beta), Ha: 0.20376 / 0.22872
2S+1: 5
HOMO level (alpha / beta), eV: -5.2 / -6.6
Total charge: 0